This record from OMol25 describes C24H37As2N4PdTe as an isolated structure. The level of theory is wB97M-V/def2-TZVPD.

The value obtained for the largest force on an atom is 0.48 eV/Å. As for the relative energy (zero: lowest compared OMol25 entry of this formula, charge and spin): 0.0 kJ/mol. The spin multiplicity is 1. Its total charge is +3. Its molar mass is 765.45 g/mol. The calculation puts the HOMO energy (spin up / spin down) at -17.294 / -17.294 eV.

Each line ends with the natural charge from an NBO analysis.
Element x y z (Å)
Pd (0.432, 0.871, 0.568)  0.21
C (1.490, -0.539, 3.682)  -0.94
As (1.561, 1.092, 2.661)  1.18
C (3.428, 1.532, 2.517)  -0.93
C (0.668, 2.428, 3.708)  -0.42
C (0.977, 2.639, 5.046)  -0.18
C (0.277, 3.601, 5.764)  -0.15
C (-0.719, 4.349, 5.148)  -0.15
C (-1.023, 4.151, 3.808)  -0.22
C (-0.324, 3.188, 3.089)  -0.27
As (-0.594, 2.939, 1.204)  1.15
C (-2.428, 3.347, 0.801)  -0.95
C (0.409, 4.333, 0.326)  -0.94
H (2.067, -0.417, 4.598)  0.27
H (1.920, -1.344, 3.089)  0.25
H (0.456, -0.768, 3.929)  0.26
H (3.795, 1.772, 3.515)  0.27
H (3.564, 2.383, 1.855)  0.26
H (3.971, 0.676, 2.123)  0.26
H (1.747, 2.061, 5.542)  0.23
H (0.507, 3.764, 6.808)  0.26
H (-1.262, 5.094, 5.715)  0.26
H (-1.796, 4.753, 3.347)  0.23
H (-2.594, 4.391, 1.067)  0.27
H (-3.101, 2.708, 1.368)  0.26
H (-2.615, 3.222, -0.264)  0.24
H (0.157, 5.276, 0.811)  0.27
H (0.144, 4.386, -0.729)  0.25
H (1.476, 4.144, 0.421)  0.26
C (2.170, -4.216, -2.594)  -0.62
C (3.635, -3.816, -2.456)  -0.24
C (4.043, -2.793, -3.510)  -0.61
C (3.972, -3.346, -1.043)  -0.21
N (3.251, -2.106, -0.673)  -0.15
C (2.028, -1.941, -0.187)  0.20
N (1.821, -0.639, -0.070)  -0.42
N (2.951, -0.025, -0.501)  -0.07
N (3.809, -0.899, -0.849)  0.02
H (1.998, -4.679, -3.564)  0.25
H (1.512, -3.340, -2.541)  0.17
H (1.863, -4.933, -1.829)  0.22
H (4.247, -4.713, -2.587)  0.25
H (3.444, -1.881, -3.436)  0.19
H (3.892, -3.203, -4.508)  0.24
H (5.093, -2.514, -3.421)  0.24
H (5.027, -3.097, -0.939)  0.26
H (3.708, -4.087, -0.289)  0.23
H (1.347, -2.737, 0.060)  0.25
C (-5.753, -2.655, -2.689)  -0.69
C (-4.577, -1.797, -2.463)  0.28
C (-4.008, -1.054, -3.515)  -0.26
C (-2.916, -0.257, -3.326)  0.07
C (-2.368, 0.513, -4.487)  -0.68
C (-2.323, -0.204, -1.975)  -0.24
Te (-0.676, 0.873, -1.805)  0.82
C (-2.924, -0.966, -0.879)  0.00
C (-2.370, -0.945, 0.509)  -0.66
C (-4.012, -1.728, -1.158)  -0.18
H (-6.169, -2.562, -3.687)  0.26
H (-6.521, -2.447, -1.937)  0.28
H (-5.463, -3.700, -2.518)  0.29
H (-4.466, -1.114, -4.494)  0.26
H (-3.041, 0.421, -5.335)  0.27
H (-1.394, 0.123, -4.792)  0.26
H (-2.252, 1.574, -4.269)  0.25
H (-2.281, 0.074, 0.890)  0.23
H (-1.380, -1.406, 0.543)  0.23
H (-3.022, -1.500, 1.181)  0.26
H (-4.483, -2.310, -0.374)  0.24